No. 1
ORCA calculation (ωB97M-V/def2-TZVPD) on a molecular structure, C30H80F2O10Zn in a non-equilibrium geometry.

```
123
Properties=species:S:1:pos:R:3
Zn 0.3912 -1.2534 0.7776
F -0.3133 0.5478 0.5450
F 1.3220 -3.1372 0.9788
C 0.7218 3.7263 -1.3162
C 2.1456 3.2048 -0.9033
C 2.9806 4.4738 -0.4910
O 2.1358 2.2922 0.2012
H 0.3654 4.4417 -0.5751
H 0.1524 2.7990 -1.3787
H 0.7011 4.1763 -2.3087
H 2.4756 2.7187 -1.8214
H 3.9388 4.1787 -0.0635
H 2.4312 5.0442 0.2580
H 3.2840 5.1681 -1.2746
H 1.3084 1.8122 0.2820
C -0.7699 -5.6054 -0.2414
C -1.0523 -5.8581 1.1628
C -0.2360 -7.0086 1.7005
O -0.6500 -4.7443 1.9094
H -0.9947 -4.6198 -0.6489
H -1.3118 -6.3289 -0.8505
H 0.2669 -5.7707 -0.5343
H -2.1160 -6.0113 1.3448
H 0.8467 -6.9481 1.5906
H -0.5535 -7.9866 1.3387
H -0.4173 -7.1049 2.7710
H 0.0439 -4.2539 1.4627
C -3.7767 2.5932 1.7557
C -3.3127 2.1292 0.4128
C -4.0835 2.6797 -0.7905
O -1.9889 2.5808 0.4053
H -3.3282 2.0923 2.6136
H -4.8372 2.3711 1.8745
H -3.7249 3.6726 1.8985
H -3.3955 1.0468 0.5115
H -4.3951 3.7241 -0.7756
H -5.0656 2.2067 -0.7888
H -3.7166 2.5088 -1.8025
H -1.3196 1.8936 0.4433
C -1.1681 4.4498 3.7610
C 0.1284 4.9512 3.2089
C 1.3831 4.0676 3.3502
O -0.2481 4.9813 1.8424
H -1.3352 4.5865 4.8294
H -1.2822 3.3945 3.5129
H -2.0839 4.9878 3.5162
H 0.3194 5.9537 3.5919
H 1.1584 3.0303 3.1020
H 1.7389 4.1592 4.3764
H 2.2647 4.3291 2.7649
H -0.3365 4.0458 1.6459
C -0.4150 -0.2461 -3.0313
C -0.8194 -1.4843 -2.3054
C -0.9620 -2.7987 -3.0811
O 0.0499 -1.8933 -1.2628
H 0.4486 -0.3090 -3.6934
H -0.2431 0.5820 -2.3437
H -1.2734 0.0018 -3.6557
H -1.8015 -1.2358 -1.9033
H -1.4772 -2.6034 -4.0216
H -1.4383 -3.5961 -2.5108
H -0.0198 -3.2293 -3.4201
H 0.3536 -2.6967 -1.6918
C 0.1125 0.5078 4.6425
C 1.1070 0.2940 3.4153
C 2.5484 0.1665 3.8852
O 0.7809 -0.9718 2.8282
H 0.4969 -0.1474 5.4242
H -0.8800 0.1584 4.3579
H 0.0351 1.5498 4.9528
H 0.9400 1.0484 2.6465
H 3.1909 0.1416 3.0051
H 2.6792 -0.7758 4.4172
H 2.7829 1.0105 4.5338
H 0.7066 -1.5602 3.5831
C -3.5456 -3.1145 0.9873
C -2.8002 -1.7848 1.1008
C -3.1752 -0.9516 2.3812
O -1.4736 -2.1061 1.1681
H -3.4559 -3.7671 1.8558
H -3.0820 -3.6130 0.1361
H -4.6067 -2.9634 0.7888
H -2.9919 -1.2272 0.1841
H -3.4917 -1.6619 3.1451
H -4.0507 -0.3199 2.2311
H -2.3554 -0.3436 2.7637
H -1.4044 -2.9513 1.6179
C 2.9690 -0.1589 -1.6033
C 3.2471 -0.9436 -0.2923
C 4.7127 -0.7957 0.2030
O 2.3270 -0.4192 0.6254
H 3.0055 -0.7007 -2.5485
H 3.5359 0.7719 -1.5902
H 1.9523 0.2334 -1.5828
H 3.2334 -2.0154 -0.4899
H 5.0839 0.2094 0.4028
H 5.4723 -1.3676 -0.3300
H 4.7456 -1.2048 1.2128
H 2.4115 0.5348 0.5596
C -2.6579 5.9250 -4.3557
C -1.4783 5.0169 -4.3440
C -1.8212 3.6596 -3.8212
O -0.8736 4.9957 -5.6710
H -2.3295 6.8402 -4.8482
H -3.0625 6.1885 -3.3785
H -3.5182 5.5986 -4.9399
H -0.6804 5.3011 -3.6579
H -1.0107 2.9859 -4.0992
H -2.6293 3.1144 -4.3090
H -2.1125 3.7563 -2.7753
H -0.6599 5.8562 -6.0390
C 3.0870 -5.8744 -1.0092
C 3.0920 -4.6818 -1.9293
C 2.9765 -5.0166 -3.4526
O 1.9405 -3.8494 -1.7328
H 4.0021 -6.4530 -1.1355
H 2.2368 -6.4812 -1.3206
H 3.0102 -5.5927 0.0409
H 4.0142 -4.1047 -1.8601
H 3.9394 -5.4410 -3.7368
H 2.7896 -4.0380 -3.8947
H 2.1525 -5.6420 -3.7962
H 1.7364 -3.7040 -0.8061
```

Output
HOMO-LUMO gap	9.9	eV
charge	0
lowest unoccupied orbital energy	0.55	eV
spin multiplicity	1



No. 2
ORCA calculation (ωB97M-V/def2-TZVPD) on 10 unconnected molecules or ions with the total composition C30H80O10 in a non-equilibrium geometry.

```
120
Properties=species:S:1:pos:R:3
C -6.1265 -0.9409 0.1906
C -5.1890 0.2388 0.4691
C -4.0377 0.3552 -0.4942
O -5.9696 1.3962 0.4517
H -6.9638 -0.8175 0.8775
H -5.6372 -1.8274 0.5940
H -6.5612 -1.0415 -0.8039
H -4.8997 0.2168 1.5198
H -3.4977 1.3015 -0.4630
H -4.3401 0.2320 -1.5341
H -3.3466 -0.4640 -0.2959
H -6.2264 1.5359 -0.4627
C -0.9168 5.5292 1.7473
C 0.2612 6.4133 1.8519
C 0.8814 6.7245 0.5070
O -0.0113 7.6139 2.6025
H -1.7860 6.0274 1.3179
H -1.0652 5.0833 2.7308
H -0.7433 4.7216 1.0361
H 1.0932 5.8327 2.2504
H 1.8270 7.2663 0.5282
H 0.1655 7.2357 -0.1366
H 1.0366 5.7991 -0.0476
H -0.6729 8.1505 2.1598
C -0.8785 -5.8734 3.8586
C -1.0623 -4.3331 3.8729
C -1.3769 -3.7690 2.5398
O -2.1285 -4.0588 4.7843
H -0.0421 -5.9818 3.1680
H -1.7401 -6.3608 3.4024
H -0.7283 -6.2121 4.8837
H -0.1357 -3.8153 4.1209
H -1.8341 -2.7799 2.5704
H -2.1471 -4.3391 2.0203
H -0.4129 -3.7048 2.0352
H -1.8927 -3.2430 5.2320
C -0.2338 -0.7705 1.0130
C -0.4311 0.1640 -0.1810
C -0.5112 1.6450 0.1768
O 0.5703 -0.0431 -1.1221
H -0.2252 -1.8295 0.7549
H -1.0986 -0.6450 1.6646
H 0.6364 -0.4444 1.5825
H -1.3141 -0.1319 -0.7476
H -0.6402 2.1952 -0.7553
H 0.3191 1.9725 0.8025
H -1.4036 1.9188 0.7395
H 0.8245 -0.9688 -1.1266
C -3.3225 -4.4438 -1.0805
C -2.1763 -3.9766 -1.9574
C -2.4979 -2.8313 -2.8697
O -1.1335 -3.6471 -1.0606
H -3.7850 -3.7104 -0.4200
H -3.0330 -5.2306 -0.3839
H -4.1322 -4.8291 -1.7003
H -1.8277 -4.7525 -2.6390
H -3.1763 -3.0003 -3.7059
H -1.5114 -2.5648 -3.2489
H -2.8355 -2.0050 -2.2441
H -0.3077 -3.3284 -1.4322
C 1.4321 -4.2077 -3.3531
C 2.1107 -4.0233 -1.9987
C 3.6286 -3.7743 -2.0118
O 1.6443 -2.8369 -1.3893
H 1.8231 -3.4802 -4.0644
H 0.3462 -4.1151 -3.3335
H 1.7559 -5.1971 -3.6760
H 1.8623 -4.8287 -1.3075
H 3.8850 -2.9436 -2.6692
H 4.2327 -4.6062 -2.3740
H 4.0193 -3.4395 -1.0510
H 2.1784 -2.7048 -0.6026
C -0.0108 3.8560 -3.1571
C 0.5352 4.9898 -4.0010
C 0.1965 4.9035 -5.4764
O 0.1128 6.1924 -3.5776
H 0.0802 4.2197 -2.1336
H 0.4934 2.8902 -3.1873
H -1.0806 3.7816 -3.3523
H 1.6206 5.0355 -3.9123
H 0.5258 5.8522 -5.9000
H -0.8565 4.7373 -5.7038
H 0.7618 4.2035 -6.0917
H -0.7674 6.3334 -3.9337
C 4.7241 2.4669 -3.0568
C 3.2857 1.9758 -2.9771
C 2.6781 1.2139 -4.1712
O 3.2208 1.1503 -1.8067
H 4.9997 3.1586 -2.2608
H 4.8450 3.0954 -3.9391
H 5.5004 1.7044 -3.1206
H 2.5742 2.7493 -2.6880
H 3.4255 1.3417 -4.9543
H 1.8075 1.6765 -4.6361
H 2.4347 0.1699 -3.9743
H 2.3321 0.7942 -1.7365
C 3.2708 -4.0877 1.7660
C 3.0001 -2.6570 2.1136
C 3.8641 -2.1189 3.1569
O 2.8997 -1.8702 0.9400
H 3.4912 -4.7333 2.6162
H 4.1918 -4.1939 1.1928
H 2.4861 -4.5920 1.2020
H 2.0161 -2.6508 2.5825
H 4.0472 -2.8116 3.9783
H 3.4791 -1.2012 3.6014
H 4.8298 -1.7298 2.8342
H 3.4901 -1.1143 0.9004
C -1.1788 2.3382 3.6240
C -0.4466 1.1578 4.2614
C 1.0320 1.4637 4.4595
O -1.0891 0.9147 5.5192
H -0.5999 2.6309 2.7481
H -1.2322 3.2082 4.2784
H -2.2045 2.1002 3.3421
H -0.4094 0.2548 3.6519
H 1.1071 2.2786 5.1795
H 1.3702 1.8960 3.5179
H 1.5916 0.6354 4.8941
H -1.0117 1.6933 6.0754
```

Output
HOMO-LUMO gap (alpha / beta)	9.0 / 2.5	eV
energy relative to the best compared isomer or geometry (same formula, charge and spin)	32.9	kcal/mol
charge	+1
lowest unoccupied orbital energy (alpha / beta)	-2.49 / -8.99	eV
spin multiplicity	2



No. 3
ORCA calculation (ωB97M-V/def2-TZVPD) on a molecular structure, C30H81CrN12O15 in a non-equilibrium geometry.

```
139
Properties=species:S:1:pos:R:3
Cr 2.3675 0.0656 -3.4767
C 0.5867 0.3295 0.1397
C 1.0777 0.3584 -1.2839
O 2.0294 1.1505 -1.6360
O 0.6723 -0.4822 -2.1693
H -0.4857 0.5269 0.1905
H 1.0569 1.1892 0.6215
H 0.8221 -0.6049 0.6394
C 3.5812 2.8470 -4.5369
O 3.4502 1.7772 -3.8871
N 4.0738 3.9728 -3.9214
N 3.1747 2.9616 -5.8605
H 4.4283 3.8258 -2.9885
H 4.1750 4.8164 -4.4303
H 3.1972 3.8561 -6.2954
H 2.7191 2.2051 -6.3249
C 2.2889 4.2953 0.3411
O 3.0505 3.6605 1.0559
N 2.1990 4.0184 -1.0430
N 1.5687 5.3830 0.7950
H 2.2889 3.0157 -1.2435
H 1.4475 4.4973 -1.5102
H 1.0097 5.9445 0.1946
H 1.7650 5.6911 1.7274
C 1.0409 -2.9883 2.9693
O 0.6484 -4.1225 2.6502
N 2.3058 -2.4699 2.6196
N 0.2982 -2.1950 3.8615
H 2.9323 -2.9695 2.0346
H 2.4953 -1.4879 2.8853
H 0.6568 -1.2813 4.0244
H -0.6485 -2.5117 4.0128
C 2.6727 -3.0623 -4.4864
O 2.4400 -1.9441 -3.9183
N 2.0953 -3.4316 -5.6771
N 3.4091 -4.0291 -3.7992
H 2.2172 -4.3470 -6.0403
H 1.3727 -2.8482 -6.1160
H 3.7073 -3.8906 -2.8492
H 3.7074 -4.9104 -4.1583
C -0.3063 3.4756 -3.2423
O -0.9859 3.9324 -2.1083
C -1.8526 3.0036 -1.4717
C -3.1463 2.7885 -2.2444
N -4.1106 3.7917 -1.9791
C -3.8871 5.0161 -2.7227
C -5.0941 5.8970 -2.6828
O -5.9576 5.5661 -3.7396
C -7.1871 6.2365 -3.7169
H -0.0111 4.3647 -3.8130
H -0.8854 2.7996 -3.8685
H 0.6729 3.0931 -2.9118
H -2.1326 3.3565 -0.4779
H -1.3267 2.0491 -1.3213
H -3.5658 1.8077 -2.0029
H -2.9155 2.6853 -3.3214
H -5.0146 3.4150 -2.2367
H -3.7357 4.7256 -3.7859
H -2.9757 5.5744 -2.5205
H -4.7663 6.9477 -2.7880
H -5.5993 5.8144 -1.7082
H -7.9273 5.7057 -4.3017
H -7.0200 7.2449 -4.1225
H -7.5746 6.3605 -2.6964
C 0.9342 -3.2421 8.1197
O -0.3589 -2.8290 7.7655
C -1.1268 -3.9017 7.2654
C -2.4356 -3.4005 6.7806
N -2.3006 -2.6859 5.5019
C -3.5225 -2.0212 5.1037
C -3.3949 -1.4914 3.6941
O -2.4593 -0.4526 3.5989
C -2.5580 0.2285 2.3492
H 1.6375 -3.4197 7.2957
H 0.9566 -4.1862 8.6924
H 1.3020 -2.4666 8.7934
H -1.2576 -4.6923 8.0182
H -0.6002 -4.4015 6.4353
H -2.8818 -2.6621 7.4699
H -3.1338 -4.2350 6.6860
H -1.5489 -2.0058 5.5851
H -3.8997 -1.2327 5.7820
H -4.3121 -2.7779 5.1468
H -4.4099 -1.1426 3.4225
H -3.1497 -2.3225 3.0202
H -2.2533 -0.3972 1.4997
H -1.8197 1.0469 2.3844
H -3.5382 0.7105 2.2584
C 1.5620 1.8784 6.9053
O 2.2600 1.4058 5.7836
C 1.6078 1.7404 4.5852
C 2.5717 1.7110 3.4175
N 3.2233 0.3747 3.2718
C 4.2235 0.4237 2.2118
C 5.4800 1.2333 2.5465
O 6.1678 0.7304 3.6929
C 6.7225 -0.5127 3.4749
H 1.2458 2.9166 6.7755
H 2.1143 1.7220 7.8254
H 0.6400 1.2789 7.0360
H 1.0352 2.6765 4.5672
H 0.8633 0.9579 4.4240
H 3.2616 2.5472 3.5536
H 1.9424 1.8742 2.5433
H 3.7408 0.3049 4.1633
H 3.8500 1.0037 1.3500
H 4.4756 -0.5529 1.7942
H 5.2007 2.2427 2.8232
H 6.1549 1.2045 1.6822
H 5.9370 -1.2667 3.3238
H 7.1971 -0.8509 4.3940
H 7.4207 -0.5303 2.6364
C -1.9790 -6.3331 -0.4527
O -1.5961 -5.7126 -1.6665
C -1.4173 -4.3349 -1.5154
C -1.0055 -3.7505 -2.8551
N -2.0322 -3.9627 -3.8803
C -1.5353 -3.8192 -5.2138
C -1.0187 -2.4366 -5.6089
O -0.2948 -2.5203 -6.8475
C -1.1150 -2.4025 -8.0395
H -1.8362 -7.4041 -0.5774
H -3.0546 -6.1744 -0.2951
H -1.4410 -5.9575 0.4183
H -0.6161 -4.0867 -0.7975
H -2.3425 -3.8341 -1.1883
H -0.0520 -4.1701 -3.1982
H -0.7997 -2.6790 -2.7102
H -2.8192 -3.3284 -3.7847
H -2.2478 -4.1635 -5.9678
H -0.7321 -4.5535 -5.3608
H -0.4188 -1.8934 -4.8550
H -1.8585 -1.7094 -5.5349
H -0.5255 -2.8813 -8.8369
H -1.3121 -1.3718 -8.3530
H -2.0423 -2.9840 -8.0244
O -2.0802 -0.2933 -3.0188
H -2.0466 0.2242 -3.8354
H -1.1382 -0.4632 -2.7767
```

Output
HOMO-LUMO gap (alpha / beta)	7.0 / 6.7	eV
energy relative to the best compared isomer or geometry (same formula, charge and spin)	0.0	kcal/mol
charge	+1
lowest unoccupied orbital energy (alpha / beta)	-3.10 / -3.42	eV
spin multiplicity	5



Q: Look up the charge of the second one.
A: +1



Q: What is the formula in the first record?
A: C30H80F2O10Zn



Q: Number 1 is which compound?
A: C30H80F2O10Zn